A structure of composition C27H79MgO13 in a non-equilibrium geometry, computed with ωB97M-V/def2-TZVPD.

Structure (XYZ):
```
120
Properties=species:S:1:pos:R:3
Mg -1.627 2.212 -0.752
C -0.304 -1.129 1.073
C 0.363 -0.108 0.157
C 1.648 -0.707 -0.466
O -0.529 0.518 -0.686
H -1.102 -0.725 1.703
H 0.358 -1.521 1.857
H -0.661 -1.976 0.481
H 0.804 0.675 0.805
H 2.304 0.043 -0.912
H 1.368 -1.376 -1.289
H 2.235 -1.278 0.253
C 2.603 -0.902 5.725
C 1.128 -1.013 5.407
O 0.516 0.228 5.800
H 3.036 -1.759 5.188
H 2.894 -1.031 6.762
H 3.088 -0.033 5.291
H 0.696 -1.856 5.956
H 0.902 -1.187 4.350
H -0.440 0.110 5.838
C -3.202 -3.102 -0.718
C -4.413 -2.267 -0.271
O -4.020 -1.178 0.606
H -2.397 -2.478 -1.110
H -3.617 -3.790 -1.452
H -2.777 -3.570 0.166
H -4.905 -2.968 0.414
H -5.197 -1.993 -0.973
H -4.346 -1.363 1.488
C 2.614 -5.633 -3.113
C 2.860 -4.540 -2.088
O 1.637 -4.335 -1.382
H 1.727 -5.414 -3.709
H 2.369 -6.523 -2.529
H 3.442 -5.857 -3.779
H 3.158 -3.577 -2.514
H 3.657 -4.804 -1.389
H 1.757 -3.922 -0.525
C -0.428 -2.199 -4.981
C -0.410 -1.931 -3.483
O -0.617 -0.562 -3.217
H -0.607 -3.262 -5.153
H 0.564 -2.009 -5.401
H -1.154 -1.614 -5.543
H 0.564 -2.229 -3.081
H -1.143 -2.598 -3.013
H -0.494 -0.368 -2.257
C -1.845 -3.420 3.382
C -2.602 -4.013 4.559
O -3.382 -2.970 5.181
H -2.474 -3.390 2.491
H -1.055 -4.129 3.124
H -1.444 -2.429 3.580
H -1.908 -4.405 5.299
H -3.333 -4.735 4.199
H -4.049 -3.382 5.738
C -4.073 0.254 -2.954
C -4.420 1.126 -1.749
O -3.323 1.124 -0.781
H -4.970 0.208 -3.575
H -3.831 -0.765 -2.663
H -3.242 0.738 -3.453
H -5.300 0.785 -1.199
H -4.604 2.163 -2.034
H -3.487 0.300 -0.273
C 4.827 0.851 3.027
C 3.401 0.638 2.601
O 2.502 1.508 3.291
H 5.170 1.887 3.090
H 5.537 0.364 2.353
H 5.013 0.439 4.023
H 3.151 -0.413 2.786
H 3.274 0.781 1.528
H 2.302 1.080 4.133
C -1.264 2.097 -5.224
C -1.729 2.886 -4.007
O -1.218 2.261 -2.812
H -1.608 2.548 -6.155
H -1.634 1.074 -5.223
H -0.173 2.131 -5.213
H -2.812 3.018 -3.996
H -1.264 3.875 -4.041
H -0.725 1.445 -3.031
C 2.045 2.984 -1.731
C 0.948 3.992 -1.468
O -0.053 3.520 -0.545
H 1.702 2.138 -2.322
H 2.614 2.716 -0.840
H 2.751 3.577 -2.327
H 0.517 4.253 -2.430
H 1.412 4.861 -0.997
H 0.357 3.571 0.352
C 0.445 5.648 2.464
C 0.820 4.300 3.056
O 0.895 3.312 2.013
H 1.213 6.108 1.850
H 0.311 6.318 3.323
H -0.548 5.630 2.014
H 0.092 4.026 3.825
H 1.772 4.357 3.587
H 1.659 2.746 2.260
C -2.698 3.087 3.376
C -2.846 2.193 2.162
O -1.704 2.340 1.305
H -1.881 2.817 4.047
H -3.568 3.183 4.030
H -2.554 4.120 3.040
H -3.758 2.399 1.609
H -2.853 1.130 2.431
H -0.870 2.394 1.808
C 3.529 0.305 -4.447
C 4.098 -0.814 -3.580
O 5.498 -0.933 -3.714
H 2.439 0.231 -4.324
H 3.707 0.136 -5.510
H 3.809 1.334 -4.219
H 3.626 -1.755 -3.868
H 3.822 -0.616 -2.536
H 5.941 -0.232 -3.232
```

E	-61338.599	eV
HOMO	-0.3922	hartree
HOMO-LUMO gap	0.314	Ha
total charge	+1
LUMO energy	-2.13	eV

Here are the Mulliken charges for atoms 1 to 6, given in e: number 1, Mg, carries 1.803; number 2, C, carries -1.199; number 3, C, carries 2.460; number 4, C, carries -1.084; number 5, O, carries -0.363; number 6, H, carries -0.112